Record 1
# C42H58BF7N3O5

3 unconnected molecules or ions with the total composition C42H58BF7N3O5 at a distorted geometry (ωB97M-V/def2-TZVPD, OMol25).

Frontier orbital gap = 9.169 eV
Total charge = +1
ΔE to the lowest compared entry with this formula, charge and spin = 2.30 kcal/mol

Atoms and positions in Å:
C: -5.14 1.75 -1.66
C: -4.18 1.45 -2.82
C: -4.64 0.34 -3.78
C: -5.10 -0.96 -3.12
C: -4.03 -1.61 -2.24
C: -4.65 -2.57 -1.22
C: -3.59 -3.32 -0.42
C: -3.23 -2.61 0.89
C: -1.78 -2.81 1.30
C: -0.88 -1.86 0.53
C: 0.63 -2.06 0.79
C: 1.30 -0.84 1.44
C: 2.15 -0.01 0.48
N: 1.24 0.46 -0.63
C: 1.22 -0.32 -1.91
C: 2.54 -1.01 -2.27
B: 2.73 -1.13 -3.86
O: 3.19 -0.08 -4.62
C: 2.42 -2.51 -4.55
C: 0.99 -3.04 -4.28
C: 3.78 -0.51 -1.50
C: 4.39 0.86 -1.87
C: 3.47 2.06 -1.74
C: 3.66 2.98 -0.69
C: 2.79 4.08 -0.54
C: 1.71 4.29 -1.40
C: 1.53 3.40 -2.47
C: 0.41 3.54 -3.47
C: 2.43 2.33 -2.63
C: 3.45 -0.68 0.01
C: 4.66 -0.38 0.91
F: 4.82 0.94 1.16
F: 5.76 -0.79 0.27
C: 4.67 -1.09 2.31
F: 5.92 -1.46 2.58
F: 3.92 -2.20 2.30
C: 4.26 -0.19 3.51
F: 3.95 -1.00 4.52
F: 3.18 0.54 3.25
F: 5.23 0.59 3.87
H: -5.72 2.64 -1.87
H: -4.57 1.95 -0.75
H: -5.83 0.94 -1.45
H: -3.19 1.19 -2.44
H: -4.08 2.36 -3.41
H: -5.41 0.70 -4.46
H: -3.78 0.09 -4.40
H: -5.32 -1.66 -3.93
H: -6.02 -0.83 -2.57
H: -3.46 -0.84 -1.71
H: -3.35 -2.17 -2.87
H: -5.22 -3.30 -1.80
H: -5.37 -2.05 -0.60
H: -2.70 -3.44 -1.03
H: -3.96 -4.32 -0.19
H: -3.45 -1.54 0.81
H: -3.90 -2.98 1.67
H: -1.70 -2.59 2.37
H: -1.49 -3.85 1.13
H: -1.08 -2.00 -0.54
H: -1.20 -0.85 0.79
H: 1.14 -2.40 -0.11
H: 0.71 -2.88 1.50
H: 1.86 -1.12 2.32
H: 0.52 -0.16 1.80
H: 2.43 0.89 1.03
H: 0.29 0.41 -0.25
H: 1.40 1.46 -0.80
H: 0.44 -1.07 -1.81
H: 0.89 0.34 -2.70
H: 2.43 -2.05 -1.96
H: 2.63 0.13 -5.37
H: 2.67 -2.48 -5.60
H: 3.13 -3.21 -4.09
H: 0.87 -3.25 -3.22
H: 0.25 -2.32 -4.63
H: 0.86 -3.98 -4.79
H: 4.53 -1.27 -1.68
H: 4.78 0.82 -2.88
H: 5.25 1.03 -1.24
H: 4.46 2.89 0.02
H: 2.94 4.77 0.27
H: 1.05 5.12 -1.23
H: 0.83 3.42 -4.47
H: -0.29 2.72 -3.32
H: -0.16 4.45 -3.36
H: 2.27 1.68 -3.47
H: 3.30 -1.76 0.12
C: -2.52 7.43 2.16
C: -1.46 6.54 2.07
C: -1.53 5.47 1.20
C: -2.67 5.31 0.43
C: -3.73 6.18 0.51
C: -3.65 7.25 1.38
N: -2.74 4.18 -0.52
O: -1.80 3.41 -0.56
O: -3.73 4.08 -1.20
H: -2.46 8.27 2.84
H: -0.57 6.68 2.67
H: -0.71 4.77 1.12
H: -4.61 6.03 -0.10
H: -4.48 7.95 1.46
C: 2.34 -3.06 6.32
C: 1.69 -3.25 5.10
C: 0.55 -4.03 5.04
C: 0.07 -4.61 6.20
C: 0.71 -4.44 7.42
C: 1.85 -3.66 7.47
N: -1.16 -5.42 6.14
O: -1.68 -5.56 5.05
O: -1.57 -5.89 7.18
H: 3.23 -2.45 6.36
H: 2.07 -2.79 4.20
H: 0.03 -4.19 4.11
H: 0.32 -4.90 8.31
H: 2.36 -3.51 8.41

Record 2
# C42H58Br12N2O

7 unconnected molecules or ions with the total composition C42H58Br12N2O at a distorted geometry (ωB97M-V/def2-TZVPD, OMol25).

Frontier orbital gap = 8.166 eV
Structure (SMILES) = CC(C)=N[C@]1(Cc2ccc(C)cc2)C[C@@](Cc2ccccc2)(Cc2cccc(C)c2)NC1=O.BrCCBr.BrCCBr.BrCCBr.BrCCBr.BrCCBr.BrCCBr
Total charge = 0
ΔE to the lowest compared entry with this formula, charge and spin = 0.00 kcal/mol

Atoms and positions in Å:
C: -3.83 -2.59 3.09
C: -2.71 -3.14 2.20
C: -2.52 -4.64 2.28
N: -2.01 -2.40 1.41
C: -1.08 -1.44 1.98
C: -1.67 -0.05 2.35
C: -1.79 0.94 1.19
C: -1.71 0.62 -0.15
C: -1.87 1.61 -1.09
C: -2.12 2.92 -0.76
C: -2.32 4.02 -1.79
C: -2.21 3.26 0.59
C: -2.04 2.26 1.52
C: 0.30 -1.31 1.28
C: 1.23 -2.46 1.85
C: 1.65 -3.46 0.73
C: 0.67 -4.57 0.39
C: 0.74 -5.77 1.09
C: -0.09 -6.83 0.81
C: -1.02 -6.72 -0.20
C: -1.11 -5.52 -0.88
C: -0.28 -4.46 -0.60
C: 2.63 -1.94 2.41
C: 3.06 -2.58 3.72
C: 3.13 -3.94 3.95
C: 3.50 -4.47 5.15
C: 3.85 -3.62 6.19
C: 3.82 -2.27 5.97
C: 4.22 -1.30 7.08
C: 3.42 -1.75 4.76
N: 0.46 -2.95 2.98
C: -0.54 -2.01 3.34
O: -0.86 -1.70 4.47
H: -4.33 -3.43 3.60
H: -3.46 -1.93 3.89
H: -4.52 -2.07 2.44
H: -2.11 -5.06 1.36
H: -3.51 -5.08 2.46
H: -1.92 -4.86 3.17
H: -1.01 0.42 3.09
H: -2.66 -0.11 2.82
H: -1.54 -0.41 -0.45
H: -1.83 1.38 -2.16
H: -2.98 3.72 -2.61
H: -1.33 4.31 -2.16
H: -2.79 4.87 -1.28
H: -2.40 4.27 0.94
H: -2.13 2.52 2.58
H: 0.80 -0.39 1.61
H: 0.18 -1.36 0.20
H: 1.76 -2.86 -0.18
H: 2.61 -3.95 0.96
H: 1.49 -5.90 1.87
H: 0.03 -7.76 1.36
H: -1.65 -7.57 -0.44
H: -1.86 -5.47 -1.67
H: -0.39 -3.55 -1.19
H: 2.52 -0.86 2.57
H: 3.40 -2.07 1.64
H: 2.84 -4.61 3.14
H: 3.51 -5.55 5.30
H: 4.13 -4.03 7.16
H: 3.36 -0.64 7.27
H: 5.05 -0.67 6.73
H: 4.46 -1.81 8.01
H: 3.42 -0.66 4.64
H: 0.25 -3.94 3.04
Br: 7.07 0.08 8.85
C: 8.80 -0.09 7.98
C: 8.81 -1.21 6.98
Br: 8.91 -2.95 7.84
H: 9.53 -0.22 8.77
H: 8.97 0.87 7.49
H: 9.69 -1.15 6.35
H: 7.92 -1.22 6.35
Br: -1.96 6.75 -4.73
C: -0.45 7.63 -3.86
C: 0.85 6.98 -4.24
Br: 1.12 5.30 -3.30
H: -0.65 7.60 -2.79
H: -0.48 8.66 -4.20
H: 1.69 7.61 -3.94
H: 0.93 6.77 -5.30
Br: -3.07 -9.43 -1.38
C: -2.40 -10.43 -2.91
C: -1.17 -9.79 -3.48
Br: -1.61 -8.21 -4.53
H: -3.22 -10.50 -3.62
H: -2.17 -11.42 -2.52
H: -0.68 -10.47 -4.18
H: -0.46 -9.47 -2.72
Br: -6.52 -3.45 0.50
C: -7.51 -1.80 0.18
C: -6.61 -0.68 -0.25
Br: -5.61 0.05 1.25
H: -8.06 -1.58 1.09
H: -8.22 -2.05 -0.61
H: -7.19 0.15 -0.65
H: -5.87 -0.99 -0.99
Br: -0.02 9.76 -7.25
C: -1.56 10.91 -6.90
C: -2.79 10.11 -6.60
Br: -3.56 9.35 -8.22
H: -1.66 11.56 -7.76
H: -1.27 11.51 -6.03
H: -3.57 10.75 -6.19
H: -2.61 9.28 -5.93
Br: 2.64 8.91 -10.38
C: 2.83 10.71 -11.10
C: 2.00 11.70 -10.33
Br: 0.11 11.57 -10.79
H: 2.56 10.66 -12.15
H: 3.89 10.95 -11.00
H: 2.28 12.72 -10.58
H: 2.07 11.57 -9.25

Record 3
# C42H58F18NO12PS2Si

6 unconnected molecules or ions with the total composition C42H58F18NO12PS2Si at a distorted geometry (ωB97M-V/def2-TZVPD, OMol25).

Frontier orbital gap = 8.254 eV
Structure (SMILES) = C#C[C@@](C)(CC(=O)F)O[C@@H](P(C)CC)[C@@](S)(NS)C(F)(F)CC[Si](C)(C)c1ccccc1.CCOC(=O)C(F)(F)F.CCOC(=O)C(F)(F)F.CCOC(=O)C(F)(F)F.CCOC(=O)C(F)(F)F.CCOC(=O)C(F)(F)F
Total charge = 0

Atoms and positions in Å:
C: -5.71 -4.31 -3.28
C: -5.45 -3.59 -2.22
C: -4.98 -3.03 -0.78
C: -6.07 -1.85 -0.42
C: -5.19 -4.13 0.42
C: -5.19 -5.66 -0.16
O: -6.30 -6.16 -0.50
F: -4.00 -6.46 -0.28
O: -3.70 -2.39 -0.76
C: -2.60 -3.26 -1.15
P: -2.08 -2.75 -2.91
C: -2.43 -4.17 -4.17
C: -3.15 -1.22 -3.38
C: -2.56 -0.47 -4.71
C: -1.44 -3.23 -0.02
S: -2.15 -2.15 1.38
N: -1.23 -4.56 0.69
S: -0.71 -5.81 -0.39
C: -0.06 -2.52 -0.42
F: 0.72 -3.16 -1.45
F: 0.78 -2.60 0.79
C: -0.18 -0.91 -0.71
C: 0.47 -0.02 0.46
Si: 0.27 1.87 0.29
C: -1.14 2.37 1.54
C: 1.84 2.87 0.79
C: -0.29 2.49 -1.43
C: 0.10 1.91 -2.83
C: -0.45 2.56 -4.18
C: -1.38 3.83 -4.17
C: -1.76 4.47 -2.76
C: -1.24 3.79 -1.44
H: -6.22 -4.74 -4.22
H: -7.09 -2.39 -0.36
H: -5.80 -1.46 0.63
H: -6.07 -1.03 -1.23
H: -6.19 -4.01 0.98
H: -4.31 -4.04 1.18
H: -3.01 -4.35 -1.23
H: -1.45 -4.28 -4.77
H: -3.32 -3.84 -4.82
H: -2.64 -5.11 -3.55
H: -4.25 -1.50 -3.60
H: -3.13 -0.42 -2.55
H: -2.72 -1.09 -5.68
H: -3.07 0.56 -4.81
H: -1.42 -0.28 -4.61
H: -2.41 -0.87 0.91
H: -2.17 -4.81 1.05
H: 0.68 -5.78 -0.31
H: -1.27 -0.62 -0.98
H: 0.47 -0.75 -1.66
H: 1.62 -0.24 0.50
H: 0.05 -0.30 1.51
H: -2.17 1.98 1.19
H: -0.87 1.86 2.55
H: -1.23 3.51 1.68
H: 1.75 3.21 1.89
H: 2.75 2.20 0.58
H: 1.88 3.78 0.07
H: 0.80 1.01 -2.90
H: -0.12 2.08 -5.17
H: -1.76 4.28 -5.17
H: -2.42 5.43 -2.75
H: -1.57 4.27 -0.44
C: 3.21 -3.41 -2.57
C: 3.31 -2.20 -3.48
O: 4.39 -1.34 -3.05
C: 5.62 -1.68 -3.50
O: 5.86 -2.63 -4.20
C: 6.66 -0.67 -3.01
F: 6.49 -0.33 -1.71
F: 6.60 0.49 -3.72
F: 7.92 -1.11 -3.12
H: 3.11 -3.10 -1.53
H: 2.34 -4.02 -2.84
H: 4.10 -4.03 -2.64
H: 2.40 -1.60 -3.41
H: 3.43 -2.49 -4.52
C: -3.74 -3.71 6.46
C: -4.86 -2.85 7.02
O: -4.64 -1.47 6.69
C: -5.06 -1.08 5.47
O: -5.59 -1.81 4.66
C: -4.81 0.42 5.27
F: -3.59 0.80 5.71
F: -5.72 1.17 5.94
F: -4.89 0.79 3.98
H: -2.77 -3.35 6.80
H: -3.86 -4.75 6.77
H: -3.73 -3.68 5.37
H: -4.86 -2.92 8.11
H: -5.84 -3.19 6.67
C: 6.79 2.12 -6.23
C: 7.89 1.20 -6.72
O: 7.80 1.01 -8.14
C: 8.37 1.97 -8.90
O: 8.93 2.95 -8.46
C: 8.24 1.62 -10.38
F: 7.01 1.17 -10.71
F: 9.11 0.66 -10.75
F: 8.48 2.68 -11.19
H: 5.81 1.75 -6.54
H: 6.81 2.20 -5.14
H: 6.89 3.12 -6.66
H: 7.77 0.22 -6.26
H: 8.88 1.57 -6.43
C: -4.37 2.69 8.83
C: -5.85 2.36 8.95
O: -6.34 2.74 10.24
C: -6.71 4.04 10.39
O: -6.63 4.86 9.51
C: -7.26 4.29 11.79
F: -6.52 3.69 12.75
F: -8.52 3.81 11.93
F: -7.31 5.60 12.11
H: -3.81 2.23 9.65
H: -3.97 2.34 7.88
H: -4.20 3.77 8.90
H: -5.99 1.28 8.86
H: -6.43 2.83 8.15
C: 9.31 2.87 -0.07
C: 7.84 2.53 0.04
O: 7.33 2.91 1.33
C: 6.96 4.21 1.47
O: 7.04 5.03 0.59
C: 6.40 4.46 2.87
F: 7.14 3.87 3.84
F: 5.14 3.97 3.00
F: 6.34 5.77 3.18
H: 9.87 2.42 0.75
H: 9.72 2.51 -1.02
H: 9.47 3.95 -0.01
H: 7.70 1.45 -0.05
H: 7.25 3.00 -0.76

Record 4
# C42H58N8O3PPtS

A molecular structure, C42H58N8O3PPtS at a distorted geometry (ωB97M-V/def2-TZVPD, OMol25).

Frontier orbital gap = 5.327 eV
Total charge = +1

Atoms and positions in Å:
Pt: 0.01 -0.31 -0.15
C: -2.75 -1.35 3.72
N: -1.79 -2.33 3.21
C: -1.59 -3.52 4.03
C: -0.99 -2.04 2.16
N: -0.36 -0.90 1.95
C: -0.31 0.10 2.99
C: 0.09 -0.29 4.25
C: 0.18 0.63 5.31
C: -0.08 1.95 5.07
C: -0.40 2.41 3.78
C: -0.59 3.93 3.55
C: -0.89 4.42 2.35
C: -1.06 3.57 1.18
C: -0.95 2.25 1.22
N: -1.13 1.45 0.04
C: -2.30 1.58 -0.61
N: -2.52 1.04 -1.86
C: -3.87 0.46 -2.00
C: -1.35 0.50 -2.58
N: -3.38 2.29 -0.13
C: -3.81 3.48 -0.86
C: -3.76 2.27 1.27
C: -0.53 1.52 2.73
N: -0.81 -3.27 1.30
C: 0.31 -3.37 0.46
C: -2.04 -3.88 0.76
H: -3.67 -1.87 4.00
H: -2.99 -0.62 2.95
H: -2.37 -0.83 4.60
H: -1.55 -3.23 5.08
H: -0.64 -4.00 3.78
H: -2.39 -4.24 3.89
H: 0.33 -1.33 4.42
H: 0.48 0.29 6.29
H: 0.02 2.67 5.88
H: -0.47 4.60 4.39
H: -1.01 5.48 2.23
H: -1.27 4.03 0.22
H: -4.61 1.21 -1.76
H: -4.03 -0.40 -1.36
H: -4.03 0.17 -3.04
H: -0.42 1.37 -2.57
H: -1.69 0.04 -4.20
H: -0.87 -0.77 -1.99
H: -3.56 3.40 -1.91
H: -3.33 4.38 -0.45
H: -4.89 3.60 -0.77
H: -3.47 1.32 1.72
H: -4.84 2.36 1.33
H: -3.32 3.09 1.84
H: 1.23 -3.23 1.02
H: 0.20 -2.46 -0.61
H: 0.40 -4.35 -0.01
H: -2.79 -4.01 1.54
H: -1.82 -4.86 0.33
H: -2.58 -3.20 -0.15
C: 6.20 -2.31 -4.46
C: 5.04 -1.42 -4.10
C: 3.96 -1.27 -4.97
C: 2.91 -0.42 -4.66
C: 2.94 0.29 -3.46
C: 4.00 0.16 -2.59
C: 5.05 -0.69 -2.91
S: 1.61 1.42 -3.11
O: 1.18 1.93 -4.40
O: 2.11 2.41 -2.17
N: 0.35 0.22 -2.31
C: -1.02 -0.72 -3.17
C: -1.25 -0.81 -4.79
C: -2.42 -1.64 -5.15
C: -3.27 -2.21 -4.28
C: -3.20 -2.20 -2.80
C: -4.19 -2.89 -2.00
C: -4.13 -2.86 -0.66
C: -2.93 -2.03 -0.04
N: -2.04 -1.46 -0.80
C: -2.19 -1.55 -2.16
H: 5.89 -3.09 -5.15
H: 6.61 -2.79 -3.57
H: 6.99 -1.73 -4.93
H: 3.94 -1.81 -5.90
H: 2.08 -0.29 -5.34
H: 4.02 0.73 -1.68
H: 5.89 -0.77 -2.23
H: -0.55 -0.37 -5.49
H: -2.60 -1.79 -6.21
H: -4.10 -2.77 -4.71
H: -5.01 -3.40 -2.49
H: -4.86 -3.28 0.01
H: -2.84 -1.85 1.02
C: 4.34 3.07 -0.38
C: 4.19 1.79 0.43
P: 2.51 0.95 0.49
C: 1.52 2.05 1.43
C: 2.14 2.47 2.76
C: 2.93 -0.45 1.66
C: 4.16 -0.32 2.57
H: 5.38 3.40 -0.33
H: 3.72 3.88 0.01
H: 4.09 2.94 -1.43
H: 4.50 2.01 1.45
H: 4.89 1.05 0.04
H: 0.28 1.46 1.61
H: 1.32 2.93 0.84
H: 2.27 1.63 3.44
H: 1.45 3.18 3.27
H: 3.11 2.94 2.59
H: 3.08 -1.33 1.02
H: 2.07 -0.67 2.28
H: 5.08 -0.26 1.99
H: 4.25 -1.20 3.21
H: 4.12 0.56 3.21
O: 1.05 -1.96 -0.33

| no. | E (eV) | HOMO level (hartree) |
| --- | --- | --- |
| 1 | -78892.754 | -0.436 |
| 2 | -890031.890 | -0.281 |
| 3 | -158296.038 | -0.300 |
| 4 | -85894.984 | -0.310 |